(1)
107
Properties=species:S:1:pos:R:3:forces:R:3:lowdin_charge:R:1 method="wB97M-V/def2-TZVPD" gap_ev=6.13 homo_ev=-6.57 max_force_ev_per_a=1.04 total_energy_ha=-5497.58430 relative_energy_kj_mol=0.00
Pd 0.320 0.239 -0.566 0.11 0.20 0.66 0.5175
C -0.544 -2.132 6.079 -0.01 0.00 0.02 -0.0632
C 0.132 -0.806 5.730 0.00 0.02 -0.02 -0.5580
C -0.557 0.316 6.517 -0.02 -0.02 0.02 -0.0418
C 1.611 -0.883 6.137 0.01 0.00 0.03 -0.0377
C 0.067 -0.503 4.239 0.04 0.02 -0.02 -0.1444
C 0.515 0.723 3.747 0.01 0.00 0.01 0.0131
C 0.523 0.968 2.389 -0.08 -0.19 0.07 -0.1201
N 0.106 0.060 1.506 -0.04 -0.03 0.44 -0.0406
C -0.379 -1.107 1.954 0.03 0.11 -0.16 -0.1910
C -0.397 -1.422 3.307 0.02 0.15 -0.07 0.0566
C -0.885 -2.027 0.903 0.07 0.02 -0.19 -0.1795
C -1.712 -3.105 1.192 0.12 0.02 -0.23 0.0577
C -2.183 -3.911 0.161 0.00 0.01 -0.01 -0.1427
C -1.782 -3.583 -1.134 -0.04 -0.02 0.05 0.0117
C -0.973 -2.488 -1.357 0.03 -0.01 0.07 -0.0732
N -0.529 -1.725 -0.360 -0.18 0.24 0.26 0.0274
C -3.136 -5.076 0.401 0.03 0.00 -0.03 -0.5589
C -2.558 -6.351 -0.228 0.01 -0.01 0.00 -0.0430
C -4.479 -4.741 -0.262 -0.03 -0.04 0.00 -0.0366
C -3.371 -5.333 1.889 -0.04 0.00 0.01 -0.0648
H -0.524 -2.275 7.159 0.02 0.00 0.01 0.0880
H -0.030 -2.983 5.627 0.01 -0.01 -0.02 0.0861
H -1.588 -2.149 5.762 -0.02 0.02 0.00 0.0912
H -0.541 0.078 7.582 0.00 0.00 0.01 0.0875
H -1.596 0.432 6.209 -0.03 -0.01 -0.01 0.0958
H -0.057 1.274 6.386 0.01 0.02 -0.02 0.0774
H 1.695 -1.085 7.206 0.00 -0.01 0.01 0.0887
H 2.128 0.054 5.929 0.01 0.02 0.00 0.0826
H 2.124 -1.680 5.596 0.00 -0.01 -0.01 0.0895
H 0.872 1.496 4.414 0.01 0.00 0.01 0.1161
H 0.861 1.903 1.960 0.01 0.01 0.05 0.0572
H -0.761 -2.387 3.624 0.00 -0.02 -0.02 0.1010
H -2.005 -3.293 2.212 0.01 0.02 0.02 0.1003
H -2.123 -4.157 -1.984 0.00 -0.01 -0.01 0.1153
H -0.671 -2.177 -2.351 -0.01 -0.01 0.01 0.1021
H -2.419 -6.249 -1.303 0.00 0.01 -0.01 0.0773
H -3.240 -7.186 -0.061 -0.01 -0.01 0.01 0.0876
H -1.593 -6.606 0.214 0.01 0.01 0.02 0.0930
H -4.371 -4.616 -1.340 0.01 0.01 -0.02 0.0828
H -4.900 -3.821 0.144 0.01 0.02 0.01 0.0948
H -5.191 -5.550 -0.087 0.00 -0.01 0.00 0.0886
H -2.438 -5.537 2.418 0.03 -0.02 0.00 0.0892
H -4.015 -6.205 2.006 -0.01 0.00 0.00 0.0880
H -3.870 -4.493 2.374 0.00 0.02 0.00 0.0881
C -0.223 -1.449 -6.118 0.09 0.13 0.04 -0.1965
Si 0.479 0.180 -5.481 0.00 0.02 0.01 0.4177
C 2.261 0.366 -6.060 -0.17 -0.04 0.03 -0.1935
C -0.556 1.608 -6.127 0.11 -0.08 0.10 -0.1828
C 0.443 0.177 -3.656 0.03 -0.14 -0.17 -0.2160
C 0.424 0.203 -2.438 0.00 0.19 -1.02 -0.3583
H -0.261 -1.465 -7.209 0.00 0.01 -0.03 0.0236
H -1.235 -1.603 -5.743 -0.04 0.01 0.02 0.0230
H 0.389 -2.291 -5.790 0.03 -0.01 0.02 0.0225
H 2.325 0.407 -7.149 -0.01 0.00 -0.03 0.0246
H 2.872 -0.471 -5.717 0.00 -0.03 0.02 0.0202
H 2.698 1.281 -5.659 0.00 0.04 0.02 0.0285
H -0.573 1.630 -7.218 0.01 -0.01 -0.05 0.0273
H -0.158 2.559 -5.769 0.01 -0.01 0.00 0.0223
H -1.583 1.536 -5.768 -0.03 -0.02 0.02 0.0257
S -2.519 1.571 -0.132 -0.35 0.11 0.07 0.1752
P -1.370 3.064 -0.688 -0.01 -0.25 0.03 0.0828
S 0.639 2.689 -0.609 -0.04 -0.44 -0.01 0.2822
C -1.764 3.654 -2.363 0.02 -0.01 -0.04 -0.3871
C -2.963 3.299 -2.966 -0.03 -0.09 0.06 -0.1129
C -3.296 3.812 -4.211 -0.04 0.01 -0.08 -0.0899
C -2.431 4.678 -4.860 0.04 0.02 -0.01 -0.0963
C -1.223 5.024 -4.267 -0.02 -0.01 -0.01 -0.0913
C -0.889 4.510 -3.025 0.02 0.04 0.03 -0.0993
C -1.706 4.533 0.339 0.10 0.04 0.01 -0.3768
C -2.918 5.201 0.187 -0.03 -0.04 -0.02 -0.0867
C -3.245 6.255 1.022 -0.01 0.04 0.03 -0.0829
C -2.363 6.656 2.017 -0.01 0.01 0.00 -0.0935
C -1.151 6.003 2.165 0.02 0.04 0.04 -0.0902
C -0.822 4.948 1.326 0.05 -0.05 -0.02 -0.1131
H -3.623 2.607 -2.456 0.01 0.01 0.01 0.0663
H -4.231 3.527 -4.676 -0.01 0.00 -0.01 0.1017
H -2.688 5.074 -5.834 -0.01 0.01 -0.01 0.1011
H -0.537 5.688 -4.776 0.00 0.01 -0.02 0.1022
H 0.061 4.763 -2.570 0.00 0.00 0.01 0.0855
H -3.616 4.888 -0.579 -0.01 -0.03 -0.03 0.1052
H -4.192 6.764 0.899 -0.01 0.01 0.00 0.1018
H -2.620 7.478 2.673 -0.01 0.02 0.00 0.0990
H -0.454 6.317 2.932 0.01 0.01 0.01 0.0993
H 0.130 4.443 1.428 0.00 0.00 0.01 0.0578
C 4.241 -0.070 -2.623 -0.02 0.09 -0.04 -0.1775
C 4.325 -0.946 -1.380 0.10 -0.05 0.10 -0.4405
As 3.076 -0.309 -0.003 0.18 -0.06 -0.05 1.2096
C 3.378 -1.612 1.458 -0.09 0.03 0.06 -0.4375
C 4.670 -2.417 1.445 0.09 -0.02 -0.02 -0.1772
C 4.055 1.265 0.669 -0.11 0.04 -0.02 -0.4372
C 5.442 1.058 1.252 0.10 -0.04 0.03 -0.1704
H 4.898 -0.442 -3.412 0.00 -0.01 -0.01 0.0689
H 4.548 0.956 -2.405 0.01 0.00 0.00 0.0641
H 3.223 -0.026 -3.012 0.00 -0.02 0.01 0.0334
H 5.345 -0.978 -0.989 -0.03 -0.02 0.01 0.0528
H 4.039 -1.975 -1.610 -0.03 0.03 -0.01 0.0641
H 2.520 -2.291 1.421 0.02 0.02 0.00 0.0443
H 3.273 -1.048 2.391 0.02 0.01 -0.03 0.0539
H 4.724 -3.062 0.567 0.00 0.00 -0.02 0.0623
H 4.740 -3.059 2.325 -0.01 -0.02 0.02 0.0665
H 5.554 -1.780 1.432 -0.02 0.02 0.01 0.0513
H 3.395 1.731 1.407 0.00 -0.03 -0.02 0.0448
H 4.077 1.959 -0.175 0.02 -0.01 0.00 0.0546
H 5.408 0.452 2.159 -0.01 -0.01 0.00 0.0581
H 5.903 2.013 1.518 -0.02 0.01 0.00 0.0681
H 6.114 0.563 0.549 -0.01 -0.01 -0.02 0.0584

***

(2)
13
Properties=species:S:1:pos:R:3:forces:R:3:lowdin_charge:R:1 method="wB97M-V/def2-TZVPD" gap_ev=10.14 homo_ev=-8.95 smiles=C1[C@@H]2[C@@H]3CN1[C@H]23 max_force_ev_per_a=0.71 total_energy_ha=-249.34493 relative_energy_kj_mol=336.86
C 1.198 0.674 0.085 -0.03 0.21 0.06 -0.1384
C -0.153 0.673 0.892 0.17 0.07 0.10 -0.1220
C -1.154 -0.134 0.045 -0.16 -0.04 -0.10 -0.1698
C -0.401 -0.352 -1.238 -0.08 -0.09 -0.30 -0.1431
N 0.831 -0.668 -0.428 0.23 -0.20 -0.14 -0.0524
C -0.069 -0.818 0.785 -0.05 -0.46 0.27 -0.1961
H 2.077 0.559 0.732 -0.39 0.15 0.10 0.1099
H 1.486 1.344 -0.743 -0.49 0.25 0.45 0.1047
H -0.568 1.184 1.765 0.61 0.13 -0.33 0.1221
H -2.222 -0.207 0.236 0.25 0.37 0.04 0.1285
H -0.696 -1.225 -1.818 -0.06 -0.01 0.07 0.1103
H -0.309 0.530 -1.886 0.11 -0.30 -0.02 0.1122
H 0.006 -1.559 1.568 -0.08 -0.09 -0.20 0.1340

***

(3)
17
Properties=species:S:1:pos:R:3:forces:R:3:lowdin_charge:R:1 method="wB97M-V/def2-TZVPD" gap_ev=9.31 homo_ev=-10.49 smiles="COC(=O)OCOOO[N+](=O)[O-]" max_force_ev_per_a=3.67 total_energy_ha=-773.62219
N -0.396 0.175 1.551 1.07 -1.11 -1.07 -0.3367
O -0.866 -0.955 1.425 1.59 2.92 0.48 0.1419
O -1.416 1.209 1.754 -0.11 0.11 0.62 0.0388
O 0.740 0.629 1.422 -2.92 -1.54 0.49 0.1424
C -5.662 5.605 6.898 0.21 -0.31 -0.21 -0.0092
O -5.146 5.068 5.641 0.52 -0.54 -0.27 0.0059
C -4.218 4.107 5.749 1.03 -1.07 0.81 -0.5317
O -3.760 3.634 6.781 -1.03 1.07 -0.98 0.1005
O -3.769 3.639 4.527 -0.29 0.31 0.66 0.0749
C -2.767 2.607 4.724 0.06 -0.06 1.96 -0.1750
O -2.422 2.252 3.441 -0.73 0.75 -3.52 -0.0350
O -1.440 1.247 3.206 0.06 -0.06 1.45 -0.0018
H -6.404 6.372 6.660 0.28 -0.29 -0.30 0.0968
H -6.132 4.807 7.469 0.10 0.01 0.00 0.0964
H -4.848 6.047 7.466 0.04 -0.07 0.03 0.0953
H -1.929 3.042 5.281 -0.06 -0.19 -0.07 0.1483
H -3.227 1.783 5.281 0.19 0.06 -0.07 0.1482

***

(4)
18
Properties=species:S:1:pos:R:3:forces:R:3:lowdin_charge:R:1 method="wB97M-V/def2-TZVPD" gap_ev=10.25 homo_ev=-9.35 smiles="C=CC.CCO" max_force_ev_per_a=3.44 total_energy_ha=-272.85986 relative_energy_kj_mol=233.15
C -2.755 -0.357 -0.718 0.41 1.64 0.90 -0.1361
C -1.583 -0.878 -1.404 1.94 -1.31 -1.33 -0.2518
C -1.568 -1.532 -2.591 -0.48 0.80 1.86 -0.0044
H -3.174 -1.155 -0.138 -0.55 0.06 0.79 0.0773
H -2.467 0.567 -0.168 0.07 -1.06 0.67 0.0877
H -3.457 0.128 -1.326 -1.43 -0.22 -1.48 0.0526
H -0.667 -0.796 -0.760 -0.50 -0.03 -1.15 0.1004
H -0.686 -1.900 -3.050 0.85 -0.28 -0.08 0.0283
H -2.479 -1.812 -3.097 -0.30 0.42 -0.15 0.0498
C 2.233 0.926 0.972 -2.43 -1.88 -1.55 -0.2814
O 1.112 1.799 1.266 1.26 0.74 0.65 -0.1229
C 2.170 -0.301 2.009 1.54 2.36 -1.76 -0.0499
H 1.997 0.768 -0.142 0.91 -1.10 1.45 0.1217
H 3.122 1.493 0.968 1.34 0.39 0.50 0.0761
H 1.579 2.646 1.186 -1.06 0.12 0.25 0.0767
H 2.340 0.211 2.948 0.47 -0.33 0.42 0.0628
H 1.155 -0.546 2.032 -1.52 -0.99 -0.13 0.0339
H 2.859 -1.148 1.807 -0.53 0.67 0.16 0.0791